Record 1
{
  "formula": "C35H26N2O4S",
  "method": "the ωB97M-V functional and the def2-TZVPD basis",
  "homo_lumo_gap_ev": 8.172,
  "smiles": "O=C1c2ccccc2C(=O)c2ccccc21.O=C1c2ccccc2C(=O)c2ccccc21.CCSC[C@H](C#N)CC#N",
  "species": ["O", "C", "C", "C", "C", "C", "C", "C", "C", "O", "C", "C", "C", "C", "C", "C", "H", "H", "H", "H", "H", "H", "H", "H", "O", "C", "C", "C", "C", "C", "C", "C", "C", "O", "C", "C", "C", "C", "C", "C", "H", "H", "H", "H", "H", "H", "H", "H", "C", "C", "S", "C", "C", "C", "N", "C", "C", "N", "H", "H", "H", "H", "H", "H", "H", "H", "H", "H"],
  "coordinates": [[0.384, 0.005, -3.400], [-0.090, 0.288, -2.312], [-1.069, -0.612, -1.662], [-1.436, -1.803, -2.292], [-2.324, -2.674, -1.670], [-2.849, -2.360, -0.418], [-2.499, -1.165, 0.205], [-1.613, -0.286, -0.419], [-1.261, 0.989, 0.242], [-1.778, 1.300, 1.303], [-0.267, 1.880, -0.398], [0.100, 3.069, 0.234], [1.058, 3.897, -0.342], [1.652, 3.539, -1.551], [1.277, 2.362, -2.191], [0.312, 1.531, -1.618], [-1.026, -2.057, -3.265], [-2.604, -3.599, -2.158], [-3.533, -3.045, 0.073], [-2.915, -0.924, 1.178], [-0.355, 3.351, 1.179], [1.345, 4.819, 0.153], [2.407, 4.181, -1.996], [1.742, 2.091, -3.134], [3.373, 7.253, 7.422], [3.152, 6.780, 6.320], [3.531, 7.520, 5.095], [4.166, 8.759, 5.205], [4.561, 9.442, 4.060], [4.326, 8.892, 2.802], [3.678, 7.666, 2.688], [3.274, 6.980, 3.834], [2.570, 5.685, 3.703], [2.296, 5.239, 2.600], [2.209, 4.937, 4.926], [1.576, 3.697, 4.814], [1.263, 2.970, 5.958], [1.580, 3.477, 7.216], [2.197, 4.719, 7.332], [2.508, 5.454, 6.186], [4.357, 9.191, 6.183], [5.058, 10.403, 4.148], [4.646, 9.420, 1.909], [3.493, 7.244, 1.704], [1.331, 3.293, 3.836], [0.774, 2.004, 5.868], [1.344, 2.905, 8.108], [2.439, 5.110, 8.316], [-4.472, -10.578, -4.858], [-3.670, -10.401, -3.472], [-2.051, -9.497, -3.851], [-2.646, -7.739, -4.122], [-1.470, -6.716, -4.510], [-2.119, -5.231, -4.429], [-2.631, -4.154, -4.191], [-0.921, -6.867, -6.024], [-2.103, -6.959, -7.120], [-2.965, -7.311, -7.897], [-5.580, -10.767, -4.632], [-3.985, -11.438, -5.455], [-4.330, -9.632, -5.517], [-3.506, -11.365, -2.881], [-4.280, -9.641, -2.836], [-3.060, -7.390, -3.093], [-3.496, -7.669, -4.885], [-0.574, -6.837, -3.785], [-0.182, -7.731, -6.174], [-0.318, -5.897, -6.237]],
  "forces_ev_per_a": [[-0.113, 0.078, 0.307], [0.367, -0.240, -0.888], [-0.247, -0.338, 0.056], [-0.114, -0.171, 0.086], [0.098, 0.163, 0.269], [0.183, 0.290, 0.003], [-0.136, -0.234, -0.026], [-0.143, -0.339, -0.057], [-0.446, 0.229, 0.880], [0.172, -0.089, -0.289], [0.246, 0.333, -0.041], [0.169, 0.153, -0.064], [-0.103, -0.084, 0.004], [-0.173, -0.243, -0.026], [0.128, 0.234, 0.065], [0.219, 0.346, 0.075], [-0.013, 0.160, 0.144], [0.047, 0.264, 0.178], [0.067, 0.090, -0.049], [0.140, 0.133, -0.161], [-0.004, -0.175, -0.146], [-0.027, -0.157, 0.008], [-0.092, -0.082, 0.041], [-0.191, -0.102, 0.134], [-0.061, -0.136, -0.335], [0.179, 0.391, 0.936], [0.149, 0.293, -0.254], [0.097, 0.153, -0.166], [-0.088, -0.173, 0.109], [-0.113, -0.188, 0.080], [0.122, 0.233, -0.055], [0.209, 0.335, -0.085], [-0.218, -0.374, -0.871], [0.053, 0.135, 0.262], [-0.152, -0.305, 0.224], [-0.065, -0.168, 0.149], [0.082, 0.166, -0.104], [0.097, 0.221, -0.098], [-0.114, -0.233, 0.056], [-0.157, -0.382, 0.108], [-0.091, -0.215, -0.075], [-0.060, -0.116, 0.003], [-0.050, -0.067, 0.099], [-0.059, -0.060, 0.228], [0.111, 0.187, 0.079], [0.055, 0.123, -0.010], [0.030, 0.084, -0.100], [0.014, 0.094, -0.233], [0.798, -0.174, 0.073], [-1.299, 1.692, -0.608], [-0.502, 0.172, 0.020], [-0.766, 0.793, 1.105], [-0.819, 0.500, -0.808], [-1.448, 3.007, 1.873], [2.879, -6.235, -1.981], [-0.240, 1.153, -0.879], [-2.216, -2.449, -1.765], [4.658, 2.233, 4.229], [1.613, 0.178, -0.567], [-1.039, 1.243, 0.939], [-0.487, -1.592, 1.258], [0.048, 1.487, -0.979], [1.077, -1.497, -0.769], [0.616, -0.485, -1.821], [1.315, -0.155, 0.956], [-1.593, 0.567, -1.176], [-1.496, 1.037, 0.280], [-1.101, -1.691, 0.171]]
}

***

Record 2
{
  "formula": "C13H52N10O13",
  "method": "the ωB97M-V functional and the def2-TZVPD basis",
  "e_above_lowest_kcal_mol": 88.7,
  "homo_lumo_gap_ev": 9.130,
  "species": ["C", "O", "H", "H", "H", "H", "C", "O", "H", "H", "H", "H", "C", "O", "H", "H", "H", "H", "C", "O", "H", "H", "H", "H", "C", "O", "H", "H", "H", "H", "C", "O", "H", "H", "H", "H", "C", "O", "H", "H", "H", "H", "C", "O", "H", "H", "H", "H", "C", "O", "N", "N", "H", "H", "H", "H", "C", "O", "N", "N", "H", "H", "H", "H", "C", "O", "N", "N", "H", "H", "H", "H", "C", "O", "N", "N", "H", "H", "H", "H", "C", "O", "N", "N", "H", "H", "H", "H"],
  "coordinates": [[1.248, 2.903, 2.843], [0.127, 2.982, 3.723], [2.194, 2.852, 3.383], [1.051, 2.007, 2.256], [1.435, 3.753, 2.186], [0.399, 3.566, 4.434], [4.250, -1.776, -1.638], [2.925, -1.630, -1.183], [4.225, -2.135, -2.667], [4.802, -0.839, -1.562], [4.763, -2.552, -1.070], [2.741, -0.688, -1.217], [-2.686, -2.920, 1.664], [-3.019, -3.010, 0.307], [-2.037, -2.056, 1.804], [-3.584, -2.847, 2.278], [-2.132, -3.711, 2.168], [-2.502, -2.399, -0.223], [-4.607, 0.006, -0.303], [-5.795, -0.389, -1.017], [-3.902, 0.424, -1.021], [-4.913, 0.732, 0.451], [-4.268, -0.853, 0.276], [-5.607, -1.291, -1.287], [1.924, 0.166, -4.557], [1.214, 0.968, -3.608], [2.308, -0.687, -3.998], [1.375, -0.224, -5.415], [2.806, 0.716, -4.885], [0.410, 0.504, -3.364], [3.621, -1.067, 1.864], [4.669, -0.609, 2.680], [3.248, -0.281, 1.207], [4.028, -1.830, 1.201], [2.796, -1.489, 2.439], [4.340, -0.035, 3.376], [-0.184, -0.019, -0.420], [0.215, -1.155, 0.406], [0.690, 0.248, -1.014], [-1.023, -0.283, -1.064], [-0.522, 0.867, 0.118], [1.128, -1.387, 0.219], [0.736, -0.737, 4.307], [0.037, -1.913, 4.490], [1.738, -0.714, 4.734], [0.827, -0.639, 3.225], [0.063, 0.017, 4.715], [0.439, -2.749, 4.244], [-2.303, -0.793, -3.534], [-1.387, -0.287, -4.117], [-3.600, -0.511, -3.671], [-2.302, -1.761, -2.659], [-4.277, -1.084, -3.188], [-3.954, 0.227, -4.263], [-3.148, -2.286, -2.491], [-1.371, -2.150, -2.614], [-3.072, 0.976, 3.481], [-3.670, 1.992, 3.823], [-3.681, -0.155, 3.261], [-1.776, 0.861, 3.341], [-4.687, -0.181, 3.347], [-3.241, -0.955, 2.830], [-1.222, 1.701, 3.431], [-1.614, 0.203, 2.592], [3.065, 2.512, -0.865], [2.928, 1.302, -1.043], [2.090, 3.371, -1.085], [4.242, 3.031, -0.543], [2.343, 4.167, -0.517], [1.125, 3.157, -1.294], [4.421, 4.007, -0.357], [5.092, 2.511, -0.709], [-1.213, 4.562, 0.000], [-1.214, 3.501, -0.398], [-1.495, 5.590, -0.681], [-1.220, 4.813, 1.258], [-1.455, 6.562, -0.411], [-1.510, 5.514, -1.688], [-1.155, 3.958, 1.793], [-1.111, 5.730, 1.666], [0.940, -4.241, -2.765], [0.778, -3.144, -3.245], [1.350, -4.333, -1.497], [0.814, -5.465, -3.369], [1.566, -5.296, -1.282], [1.617, -3.496, -0.999], [0.802, -6.231, -2.711], [0.515, -5.676, -4.311]],
  "forces_ev_per_a": [[0.280, -0.529, -0.099], [0.698, 0.832, -0.168], [-0.019, -0.623, 0.288], [0.482, 0.078, -0.183], [-0.825, 0.281, -0.194], [-0.417, 0.052, 0.256], [0.173, -0.472, -0.345], [-0.377, -0.117, 0.501], [0.175, 0.205, -0.243], [0.033, -0.034, -0.048], [0.007, 0.059, 0.269], [-0.187, 0.545, -0.106], [0.406, 0.911, 0.805], [-0.366, -0.895, -0.393], [-0.045, 0.213, 0.249], [-0.273, 0.260, -0.180], [0.196, -0.718, -0.886], [0.360, 0.060, 0.212], [-0.988, 0.001, 0.274], [0.317, -0.151, 0.009], [0.372, -0.067, 0.373], [0.114, 0.307, -0.279], [0.570, 0.050, -0.258], [-0.400, -0.120, -0.050], [0.503, -0.302, 1.215], [0.214, 0.325, -0.747], [0.097, -0.416, -0.224], [-0.399, 0.361, 0.064], [-0.214, 0.268, -0.123], [-0.317, -0.228, -0.297], [-0.136, -0.044, -0.484], [0.595, 0.047, 0.389], [-0.173, 0.174, 0.015], [0.004, -0.048, 0.188], [-0.065, -0.081, 0.022], [-0.164, -0.009, -0.087], [0.769, -0.594, -0.204], [-1.046, 0.654, 0.203], [-0.303, 0.324, -0.233], [0.145, -0.298, -0.067], [0.264, -0.138, 0.621], [0.111, 0.182, -0.237], [0.169, 0.140, -1.056], [-1.484, -1.728, 1.177], [0.048, -0.009, 0.374], [0.241, 0.853, -0.193], [0.542, 0.225, -0.080], [0.574, 0.466, -0.209], [-2.337, 0.837, -1.122], [1.476, 0.802, -0.320], [-2.935, 2.066, -1.614], [2.943, -3.042, 2.761], [-0.006, 0.713, -0.349], [0.235, -0.209, 0.118], [0.828, -0.263, 0.037], [-0.065, -1.030, 0.472], [-1.728, 2.857, 1.211], [0.052, 0.251, 0.285], [-2.851, -3.340, -0.788], [2.733, -0.127, -0.846], [0.266, 0.120, -0.110], [-0.101, 0.286, 0.387], [0.061, -0.099, -0.263], [1.241, 0.183, 0.148], [-0.791, -3.712, -1.585], [0.395, -0.353, 0.225], [-0.426, 2.530, 0.785], [2.837, 1.259, 1.016], [-1.283, 0.779, -0.521], [0.136, -0.395, 0.342], [-0.391, -0.138, -0.299], [-0.524, -0.316, 0.202], [-1.035, 3.918, 2.880], [1.016, -9.814, -4.217], [-0.842, 6.379, -6.051], [0.998, 0.200, 5.922], [0.018, -0.472, 0.553], [-0.005, -0.315, 0.136], [0.057, 0.561, 0.735], [-0.129, -0.503, 0.072], [0.218, 1.079, -0.445], [-0.795, 0.664, -1.504], [-0.037, -1.692, 0.850], [-0.096, -0.934, 0.160], [0.531, 0.740, 1.252], [0.200, -0.273, -0.079], [-0.105, -0.135, -0.598], [-0.026, 0.684, 0.326]]
}

***

Record 3
{
  "formula": "C3H10NOS",
  "method": "the ωB97M-V functional and the def2-TZVPD basis",
  "e_above_lowest_kcal_mol": 47.0,
  "homo_lumo_gap_ev": 6.163,
  "charge": -1,
  "species": ["C", "S", "C", "H", "H", "H", "H", "H", "H", "N", "C", "O", "H", "H", "H", "H"],
  "coordinates": [[-0.052, 0.830, -2.026], [0.904, -0.699, -1.985], [2.058, -0.061, -0.629], [-0.823, 0.729, -2.780], [-0.481, 0.896, -1.027], [0.585, 1.700, -2.227], [2.563, 0.732, -1.168], [2.697, -0.843, -0.236], [1.348, 0.279, 0.112], [-0.654, -0.268, 2.413], [-1.718, -0.818, 1.411], [-1.598, -0.442, 0.173], [-0.770, 0.740, 2.412], [0.252, -0.412, 1.998], [-2.660, -0.449, 1.910], [-1.649, -1.915, 1.649]],
  "forces_ev_per_a": [[0.357, -0.063, 0.353], [1.033, 0.123, 0.491], [-1.437, -0.583, -1.602], [-0.142, 0.044, -0.019], [-0.500, 0.037, -0.047], [-0.023, -0.172, -0.197], [0.468, 0.199, 0.595], [0.130, -0.017, -0.154], [0.123, 0.287, 0.402], [-0.729, -0.090, 0.092], [0.176, 0.379, 1.425], [0.271, 0.139, -0.612], [-0.023, 0.140, -0.096], [0.349, -0.200, -0.326], [0.032, -0.251, 0.046], [-0.085, 0.030, -0.350]]
}

***

Record 4
{
  "formula": "C16H17BrN8O4S2",
  "method": "the ωB97M-V functional and the def2-TZVPD basis",
  "e_above_lowest_kcal_mol": 3.8,
  "homo_lumo_gap_ev": 8.805,
  "smiles": "C[C@@H](C(=O)N[C@@H]1C(=O)N2C(C(=O)O)=C(CSc3nnnn3C)CS[C@@H]12)n1cc(Br)cn1",
  "species": ["C", "C", "C", "O", "N", "C", "C", "O", "N", "C", "C", "O", "O", "C", "C", "S", "C", "N", "N", "N", "N", "C", "C", "S", "C", "N", "C", "C", "Br", "C", "N", "H", "H", "H", "H", "H", "H", "H", "H", "H", "H", "H", "H", "H", "H", "H", "H", "H"],
  "coordinates": [[-5.220, -2.473, -0.030], [-3.884, -2.068, 0.569], [-2.708, -2.716, -0.211], [-2.865, -3.466, -1.142], [-1.511, -2.340, 0.291], [-0.277, -2.606, -0.374], [0.964, -2.653, 0.540], [1.367, -3.366, 1.407], [1.462, -1.513, -0.044], [2.651, -0.810, -0.051], [3.374, -0.777, 1.251], [4.552, -0.563, 1.397], [2.542, -0.980, 2.265], [3.038, -0.149, -1.166], [4.207, 0.764, -1.168], [3.706, 2.552, -1.182], [2.274, 2.576, -0.211], [1.290, 1.701, -0.132], [0.415, 2.210, 0.721], [0.787, 3.340, 1.156], [1.964, 3.623, 0.601], [2.688, 4.831, 0.843], [2.251, -0.146, -2.443], [1.106, -1.545, -2.678], [0.405, -1.373, -1.011], [-3.685, -0.635, 0.573], [-4.274, 0.316, -0.174], [-3.629, 1.498, 0.135], [-4.000, 3.196, -0.581], [-2.651, 1.164, 1.078], [-2.704, -0.130, 1.323], [-5.236, -2.268, -1.097], [-6.037, -1.950, 0.460], [-5.354, -3.543, 0.101], [-3.809, -2.402, 1.611], [-1.512, -1.612, 1.007], [-0.404, -3.462, -1.042], [3.023, -1.018, 3.107], [4.800, 0.670, -2.078], [4.840, 0.626, -0.295], [2.554, 5.526, 0.012], [3.749, 4.605, 0.949], [2.299, 5.278, 1.756], [2.924, -0.178, -3.300], [1.656, 0.770, -2.503], [-0.126, -0.422, -0.935], [-5.080, 0.126, -0.851], [-1.921, 1.791, 1.547]],
  "forces_ev_per_a": [[0.233, 0.100, 0.087], [-0.092, -0.662, -0.189], [-0.105, 0.326, 0.577], [-0.124, -0.302, -0.432], [0.457, -0.035, 0.246], [-0.300, -0.167, -0.327], [-0.134, -0.439, 0.214], [0.015, -0.223, 0.062], [-0.026, 0.585, 0.054], [0.537, -0.080, -0.663], [0.524, 0.246, 0.157], [0.038, -0.070, 0.001], [-0.487, 0.023, 0.314], [0.046, -0.579, 0.441], [0.133, 0.329, 0.543], [0.212, 0.054, -0.387], [-0.124, 0.375, 0.388], [0.537, 0.028, -0.612], [-0.785, -0.259, 0.403], [-0.250, 1.121, 0.728], [0.112, -1.465, -0.745], [0.195, 0.586, 0.110], [-0.478, -0.303, -0.057], [-0.063, 0.010, 0.076], [0.033, 0.243, -0.622], [-0.140, 0.437, 0.052], [0.147, 0.519, -0.016], [-0.251, 0.010, -0.252], [0.042, -0.215, 0.095], [-0.334, 0.008, -0.243], [0.299, -0.071, 0.679], [-0.043, -0.017, -0.073], [-0.052, 0.033, 0.061], [-0.005, -0.036, -0.030], [-0.035, 0.127, -0.157], [-0.073, -0.172, -0.167], [0.132, 0.072, 0.103], [0.165, 0.048, -0.285], [-0.031, -0.002, -0.011], [-0.046, -0.053, -0.224], [0.013, -0.005, 0.075], [-0.080, 0.000, 0.039], [0.055, -0.027, -0.051], [0.042, 0.066, 0.019], [0.182, 0.028, -0.023], [-0.046, -0.169, 0.078], [-0.174, -0.107, -0.129], [0.126, 0.083, 0.095]]
}